A 2-piece molecular cluster, C23H49BClFI2NO9PSi overall at a distorted geometry, computed with wB97M-V/def2-TZVPD.

## Properties
HOMO energy = -5.8 eV
charge = 0
E = -3448.55899 hartree
LUMO = -1.263 eV
largest force on an atom = 4.39 eV/A
molar mass = 861.77 g mol⁻¹
gap between HOMO and LUMO = 0.16650 Eh

Element x y z (Å)
C  1.311  -4.722  -0.451
C  2.857  -4.357  -0.640
C  2.979  -3.015  -1.529
C  3.614  -1.793  -0.739
C  2.546  -0.610  -0.463
O  1.333  -1.226  -0.035
C  1.097  -1.293  1.369
C  2.254  -1.856  2.290
O  2.217  -0.305  -1.849
P  1.953  1.371  -2.231
Cl  0.962  0.543  -3.992
B  3.717  1.229  -3.082
O  4.022  -0.047  -3.705
O  4.710  2.264  -3.103
C  6.013  1.821  -2.683
C  0.199  1.307  -1.481
I  -1.078  -0.315  -2.308
C  -0.448  2.078  -0.544
C  -1.963  1.772  -0.119
I  0.493  3.750  0.370
Si  1.819  3.404  -3.228
C  2.419  3.393  -5.040
C  -0.017  4.051  -3.293
C  2.802  4.762  -2.292
O  2.843  1.888  -0.804
C  3.073  0.785  0.102
F  2.579  1.331  1.333
C  4.669  0.921  0.335
C  5.078  0.745  1.858
O  5.383  -0.313  2.390
O  5.080  1.932  2.660
H  0.763  -3.797  -0.094
H  1.149  -5.549  0.310
H  0.859  -5.089  -1.426
H  3.323  -5.208  -1.232
H  3.400  -4.236  0.355
H  3.644  -3.296  -2.410
H  1.950  -2.816  -1.941
H  4.108  -2.151  0.223
H  4.445  -1.377  -1.391
H  0.191  -1.974  1.527
H  0.751  -0.271  1.753
H  1.763  -2.223  3.254
H  2.784  -2.759  1.862
H  2.947  -1.016  2.580
H  4.638  0.084  -4.451
H  6.786  2.093  -3.474
H  6.092  0.721  -2.451
H  6.289  2.452  -1.771
H  -2.067  0.724  0.228
H  -2.676  2.055  -0.965
H  -2.217  2.473  0.747
H  3.451  3.853  -5.158
H  1.710  4.053  -5.640
H  2.453  2.385  -5.544
H  -0.225  4.793  -2.459
H  -0.771  3.211  -3.346
H  -0.101  4.661  -4.258
H  3.340  5.384  -3.080
H  3.609  4.317  -1.640
H  2.099  5.445  -1.712
H  5.275  0.293  -0.373
H  4.915  2.004  0.081
H  6.027  2.081  2.862
C  -8.510  -2.195  4.951
O  -7.238  -2.819  5.064
C  -6.566  -3.089  3.846
C  -5.526  -2.012  3.565
N  -6.155  -0.694  3.218
C  -6.885  -0.587  1.906
C  -5.937  -0.666  0.719
O  -5.174  0.515  0.614
C  -3.883  0.481  1.228
H  -9.183  -2.652  5.677
H  -8.412  -1.135  5.209
H  -8.947  -2.292  3.954
H  -7.264  -3.245  3.016
H  -6.034  -4.033  3.986
H  -4.858  -2.294  2.751
H  -4.933  -1.820  4.460
H  -5.441  0.043  3.241
H  -6.794  -0.444  3.979
H  -7.381  0.385  1.928
H  -7.641  -1.371  1.876
H  -6.546  -0.723  -0.188
H  -5.308  -1.561  0.726
H  -3.518  -0.540  1.390
H  -3.930  1.016  2.188
H  -3.136  1.037  0.553